[1]
Here is C16H45CdO16 as an isolated structure at a distorted geometry from the Open Molecules 2025 dataset. Energies are from the ωB97M-V functional and the def2-TZVPD basis.

XYZ file:
```
78
Properties=species:S:1:pos:R:3
Cd 3.315 0.247 -1.849
C 0.891 0.144 1.294
C 1.947 0.349 0.308
O 2.024 1.369 -0.456
O 2.687 -0.644 -0.006
H 0.051 -0.422 0.895
H 0.527 1.086 1.730
H 1.284 -0.325 2.207
C -2.542 2.195 2.568
C -3.146 3.519 2.199
O -3.332 4.251 3.349
O -1.329 2.372 3.303
H -2.504 1.624 1.639
H -3.293 1.662 3.182
H -4.084 3.332 1.651
H -2.479 4.011 1.474
H -3.850 5.032 3.144
H -1.455 3.158 3.855
C 2.578 4.293 0.938
C 3.290 5.573 1.198
O 4.468 5.654 0.470
O 2.501 4.103 -0.408
H 1.616 4.349 1.485
H 3.037 3.423 1.439
H 3.454 5.677 2.276
H 2.601 6.382 0.924
H 5.112 6.107 1.023
H 2.212 3.185 -0.545
C 0.966 -4.085 1.286
C 1.249 -3.797 -0.193
O 2.633 -3.448 -0.471
O -0.395 -4.669 1.409
H 0.933 -3.166 1.888
H 1.721 -4.747 1.703
H 0.511 -3.113 -0.626
H 1.081 -4.780 -0.661
H 2.820 -2.520 -0.174
H -0.252 -5.626 1.409
C -1.325 -2.653 -2.741
C -2.206 -2.916 -1.536
O -2.710 -1.699 -1.083
O -0.150 -1.835 -2.331
H -1.880 -2.020 -3.453
H -0.943 -3.523 -3.262
H -1.554 -3.444 -0.814
H -2.996 -3.648 -1.779
H -2.718 -1.771 -0.072
H -0.524 -0.986 -2.023
C -0.401 2.803 -2.544
C -0.838 3.002 -1.122
O -1.920 2.085 -0.861
O -1.103 3.637 -3.520
H -0.567 1.761 -2.844
H 0.692 2.938 -2.696
H -1.071 4.021 -0.823
H 0.029 2.654 -0.524
H -2.576 2.468 -0.276
H -1.028 4.556 -3.237
C -3.647 -3.470 2.773
C -3.460 -1.948 2.686
O -2.571 -1.507 1.644
O -2.501 -4.150 3.224
H -3.980 -3.840 1.782
H -4.535 -3.579 3.404
H -2.986 -1.585 3.611
H -4.413 -1.415 2.644
H -1.680 -1.681 1.950
H -1.835 -4.040 2.513
C 2.376 -1.931 -3.814
C 3.672 -2.513 -3.301
O 4.414 -1.478 -2.489
O 1.679 -1.199 -2.766
H 1.829 -2.725 -4.304
H 2.668 -1.162 -4.549
H 4.305 -2.818 -4.144
H 3.479 -3.389 -2.671
H 5.363 -1.625 -2.405
H 0.762 -1.133 -3.106
```

Orbital gap (eV): 7.24
Total energy (eV): -54634.7283
Lowest unoccupied orbital energy (eV): -4.7
Charge: +1
2S+1: 1

[2]
Here is a 3-piece molecular cluster, C16H45F2N7O4P2S overall at a distorted geometry from the Open Molecules 2025 dataset. Energies are from the ωB97M-V functional and the def2-TZVPD basis.

XYZ file:
```
77
Properties=species:S:1:pos:R:3
C 8.596 3.500 -1.676
N 7.440 3.443 -0.811
C 7.360 4.574 0.098
P 6.026 2.462 -0.881
O 4.981 3.401 -1.373
N 6.032 1.295 -2.177
C 6.938 1.386 -3.313
C 4.677 1.019 -2.654
N 6.508 1.283 0.267
C 5.912 1.390 1.598
C 7.844 0.764 0.294
H 9.515 3.526 -1.076
H 8.585 4.391 -2.318
H 8.684 2.636 -2.322
H 7.831 4.347 1.063
H 6.322 4.855 0.289
H 7.856 5.450 -0.324
H 6.998 2.397 -3.740
H 6.605 0.713 -4.102
H 7.944 1.047 -3.052
H 4.323 1.779 -3.360
H 3.976 0.986 -1.823
H 4.648 0.044 -3.143
H 6.404 2.150 2.224
H 5.962 0.432 2.120
H 4.856 1.657 1.519
H 8.539 1.406 0.853
H 8.244 0.603 -0.707
H 7.819 -0.215 0.778
C -8.405 -0.920 1.142
N -7.188 -1.525 1.636
C -7.151 -2.964 1.434
P -5.697 -0.822 2.123
O -4.787 -1.122 0.983
N -5.680 0.924 2.078
C -6.672 1.698 1.344
C -4.345 1.438 1.783
N -5.975 -0.839 3.815
C -5.295 -1.887 4.576
C -7.250 -0.483 4.368
H -9.275 -1.362 1.644
H -8.526 -1.067 0.061
H -8.457 0.144 1.333
H -7.527 -3.502 2.314
H -6.135 -3.312 1.237
H -7.758 -3.253 0.574
H -6.861 1.312 0.333
H -6.333 2.729 1.245
H -7.617 1.757 1.887
H -4.118 1.423 0.711
H -3.579 0.851 2.291
H -4.264 2.463 2.149
H -5.811 -2.857 4.516
H -5.213 -1.607 5.628
H -4.279 -2.027 4.201
H -7.960 -1.322 4.373
H -7.705 0.359 3.848
H -7.094 -0.162 5.401
C 0.512 -4.023 -1.814
N 0.569 -2.554 -1.754
C -0.686 -1.823 -2.065
C -1.938 -2.684 -2.150
C -3.140 -1.767 -2.290
F -4.237 -2.529 -2.649
S 1.871 -1.934 -2.498
O 2.938 -2.869 -2.553
O 1.586 -1.304 -3.741
F 2.284 -0.827 -1.485
H -0.086 -4.376 -0.981
H 1.497 -4.450 -1.675
H 0.138 -4.403 -2.762
H -0.851 -1.119 -1.245
H -0.623 -1.222 -2.968
H -1.888 -3.308 -3.041
H -2.099 -3.299 -1.269
H -3.343 -1.316 -1.318
H -2.970 -0.977 -3.020
```

Orbital gap (eV): 8.35
Total energy (eV): -70787.8582
Lowest unoccupied orbital energy (eV): 0.6
SMILES: CN(C)P(=O)(N(C)C)N(C)C.CN(C)P(=O)(N(C)C)N(C)C.CN(CCCF)S(=O)(=O)F
2S+1: 1

[3]
Here is C16H46BClCoN2O8 as an isolated structure at a distorted geometry from the Open Molecules 2025 dataset. Energies are from the ωB97M-V functional and the def2-TZVPD basis.

XYZ file:
```
75
Properties=species:S:1:pos:R:3
Co -2.084 0.366 3.043
B -1.160 2.507 2.873
H -0.268 2.488 2.266
H -1.337 3.540 3.131
H -1.984 2.112 2.299
H -0.973 1.940 3.772
Cl -1.231 -0.057 0.758
C -2.548 -0.235 -4.168
C -2.103 -0.297 -2.710
O -2.344 -1.558 -2.153
O -1.773 -1.225 -4.869
H -2.392 0.722 -4.666
H -3.555 -0.621 -4.326
H -2.674 0.494 -2.223
H -1.062 -0.025 -2.540
H -2.079 -1.457 -1.236
H -1.972 -2.032 -4.388
C 0.820 -1.219 4.533
C 0.870 -2.780 4.230
O -0.386 -3.373 4.624
O -0.097 -0.484 3.633
H 1.837 -0.938 4.259
H 0.707 -1.208 5.617
H 1.516 -3.466 4.778
H 1.212 -2.950 3.209
H -0.813 -3.773 3.863
H 0.335 -0.514 2.777
C -3.457 4.829 1.953
O -2.296 4.519 1.154
C -2.618 3.713 -0.034
C -1.349 3.616 -0.943
N -0.205 3.153 -0.184
C 1.034 3.508 -0.960
C 1.192 2.680 -2.353
O 0.484 3.359 -3.292
C 0.242 2.654 -4.502
H -3.652 4.183 2.810
H -4.341 5.204 1.438
H -3.262 5.724 2.544
H -3.462 4.115 -0.595
H -2.965 2.711 0.221
H -1.273 4.622 -1.357
H -1.694 3.018 -1.787
H -0.295 2.149 -0.114
H 1.898 3.406 -0.303
H 1.196 4.578 -1.098
H 0.923 1.630 -2.245
H 2.235 2.820 -2.639
H -0.279 3.357 -5.153
H -0.422 1.813 -4.302
H 1.102 2.389 -5.116
C 2.678 -5.965 -1.808
O 1.960 -4.732 -1.863
C 0.790 -4.835 -1.063
C 0.095 -3.465 -0.916
N 0.622 -2.749 0.313
C 2.065 -2.312 0.152
C 2.772 -1.678 1.361
O 2.053 -0.499 1.950
C 3.040 0.511 2.338
H 2.874 -6.259 -0.777
H 3.652 -5.886 -2.290
H 2.119 -6.795 -2.237
H 0.975 -5.337 -0.113
H 0.148 -5.548 -1.580
H -0.991 -3.437 -0.828
H 0.426 -2.800 -1.714
H 0.150 -1.857 0.325
H 1.989 -1.701 -0.748
H 2.581 -3.233 -0.122
H 3.721 -1.354 0.933
H 3.196 -2.392 2.067
H 2.567 1.268 2.964
H 3.278 1.131 1.474
H 4.039 0.214 2.656
```

Orbital gap (alpha / beta) (eV): 6.15 / 6.09
Total energy (eV): -87513.8564
Lowest unoccupied orbital energy (alpha / beta) (eV): -1.8 / -1.8
2S+1: 4

[4]
Here is a 11-piece molecular cluster, C16H46Cl6F6N5O6 overall at a distorted geometry from the Open Molecules 2025 dataset. Energies are from the ωB97M-V functional and the def2-TZVPD basis.

XYZ file:
```
85
Properties=species:S:1:pos:R:3
N -1.957 -0.298 2.577
H -2.741 -0.019 3.149
H -1.602 0.525 2.111
H -2.317 -0.918 1.866
H -1.186 -0.713 3.080
N -3.320 0.962 -0.465
H -2.995 1.918 -0.414
H -3.877 0.721 0.343
H -2.495 0.441 -0.725
H -3.961 1.026 -1.243
N -2.116 4.310 0.927
H -1.812 5.248 1.143
H -2.308 4.075 -0.036
H -3.024 4.092 1.313
H -1.492 3.546 1.145
N -0.722 2.521 -3.035
H -0.916 2.397 -4.018
H 0.053 3.104 -2.751
H -0.650 1.628 -2.568
H -1.530 2.922 -2.581
N -3.176 -0.796 -3.310
H -3.716 -1.325 -2.639
H -2.216 -0.739 -2.999
H -3.587 0.125 -3.274
H -3.248 -1.173 -4.244
O -0.846 0.172 -1.708
C 0.089 0.151 -0.613
C 0.272 1.349 0.530
O -0.778 1.849 1.278
H 1.046 0.059 -1.128
H 0.041 -0.834 -0.148
H 0.790 2.149 0.001
H 1.074 1.085 1.219
C 2.774 -0.924 2.681
C 2.173 0.003 3.712
O 1.900 -0.641 4.974
C 0.747 -1.284 5.211
O -0.120 -1.277 4.329
C 0.663 -2.028 6.555
F -0.553 -1.993 7.027
F 0.957 -3.329 6.290
F 1.518 -1.464 7.421
H 3.280 -0.335 1.915
H 1.962 -1.493 2.229
H 3.560 -1.555 3.096
H 1.249 0.378 3.271
H 2.831 0.853 3.895
C 1.298 -2.861 -3.017
C 0.093 -2.192 -3.698
O -0.153 -2.747 -4.997
C -1.188 -2.405 -5.846
O -1.906 -1.435 -5.639
C -1.369 -3.307 -7.082
F -2.553 -3.912 -7.185
F -1.124 -2.514 -8.133
F -0.487 -4.346 -7.064
H 1.162 -3.872 -2.633
H 1.632 -2.317 -2.134
H 2.249 -2.878 -3.550
H 0.218 -1.111 -3.761
H -0.795 -2.257 -3.070
Cl 2.904 2.649 -2.540
C 3.728 2.457 -0.955
C 4.416 1.097 -0.835
Cl 5.425 0.996 0.623
H 3.011 2.599 -0.145
H 4.398 3.315 -1.009
H 5.089 0.932 -1.676
H 3.638 0.333 -0.810
Cl -0.650 -6.066 -1.301
C -0.842 -5.239 0.332
C -0.903 -3.728 0.261
Cl -1.190 -3.129 1.892
H -0.030 -5.635 0.943
H -1.779 -5.679 0.674
H -1.681 -3.376 -0.417
H 0.031 -3.282 -0.082
Cl 1.805 3.038 4.915
C 1.053 3.674 3.410
C 1.154 5.215 3.283
Cl 2.784 5.899 3.490
H 0.028 3.306 3.369
H 1.564 3.109 2.630
H 0.549 5.712 4.042
H 0.705 5.484 2.327
```

Orbital gap (alpha / beta) (eV): 5.37 / 3.34
Total energy (eV): -128468.3245
Lowest unoccupied orbital energy (alpha / beta) (eV): -13.5 / -15.6
Energy above the lowest of the compared OMol25 structures with the same formula, charge and spin (eV): 0.000
Charge: +4
2S+1: 2

[5]
Here is a 5-piece molecular cluster, C16H46N4O5 overall at a distorted geometry from the Open Molecules 2025 dataset. Energies are from the ωB97M-V functional and the def2-TZVPD basis.

XYZ file:
```
71
Properties=species:S:1:pos:R:3
C -5.028 -3.352 1.228
C -5.607 -2.473 0.066
C -5.219 -0.947 0.212
O -3.857 -0.846 0.589
C -3.533 0.309 1.321
N -5.118 -3.040 -1.201
H -3.967 -3.457 1.003
H -5.330 -4.397 1.301
H -5.268 -2.937 2.207
H -6.678 -2.612 0.216
H -5.877 -0.457 0.929
H -5.286 -0.424 -0.742
H -3.712 1.270 0.839
H -2.473 0.283 1.577
H -4.101 0.259 2.250
H -4.122 -2.953 -1.057
H -5.067 -4.030 -1.006
C 4.298 -0.730 4.724
C 3.971 0.194 3.565
C 4.379 -0.302 2.113
O 4.349 0.662 1.074
C 4.696 0.270 -0.157
N 2.551 0.539 3.547
H 5.353 -0.914 4.927
H 3.720 -1.648 4.625
H 3.810 -0.352 5.623
H 4.577 1.081 3.752
H 3.807 -1.133 1.700
H 5.410 -0.652 2.162
H 5.545 -0.395 -0.315
H 4.817 1.192 -0.726
H 3.817 -0.221 -0.575
H 2.391 0.888 2.613
H 2.095 -0.362 3.578
C 1.434 -2.086 -0.553
C -0.064 -2.348 -0.393
C -0.394 -2.721 1.005
O -0.109 -4.155 1.240
C -1.123 -5.019 0.784
N -0.782 -1.121 -0.678
H 2.004 -2.631 0.200
H 1.769 -1.083 -0.289
H 1.767 -2.420 -1.536
H -0.525 -3.037 -1.101
H -1.454 -2.542 1.187
H 0.141 -2.139 1.756
H -2.092 -4.570 0.567
H -1.267 -5.648 1.663
H -0.802 -5.568 -0.101
H -0.959 -1.113 -1.672
H -1.737 -1.413 -0.528
C 1.310 6.761 -4.463
C 1.372 5.274 -4.037
C 0.599 4.843 -2.757
O 1.019 3.514 -2.345
C 0.079 2.866 -1.400
N 0.985 4.345 -5.042
H 1.942 7.002 -5.318
H 1.684 7.347 -3.623
H 0.291 6.975 -4.787
H 2.446 5.103 -3.966
H -0.466 4.826 -2.991
H 0.892 5.488 -1.929
H 0.054 1.780 -1.480
H -0.925 3.280 -1.496
H 0.469 3.020 -0.394
H 1.278 3.482 -4.607
H -0.014 4.354 -4.891
O 0.753 0.393 1.033
H 0.049 -0.190 0.746
H 1.036 0.838 0.235
```

Orbital gap (alpha / beta) (eV): 8.56 / 2.52
Total energy (eV): -33522.2427
Lowest unoccupied orbital energy (alpha / beta) (eV): -2.5 / -8.6
Energy above the lowest of the compared OMol25 structures with the same formula, charge and spin (eV): 2.326
Charge: +1
2S+1: 2

[6]
Here is C16H47BaNO17SZn as an isolated structure at a distorted geometry from the Open Molecules 2025 dataset. Energies are from the ωB97M-V functional and the def2-TZVPD basis.

XYZ file:
```
84
Properties=species:S:1:pos:R:3
Ba 9.131 -11.670 -14.366
Zn 12.114 -13.920 -18.184
S 11.649 -14.190 -14.908
O 11.408 -12.824 -14.351
O 11.958 -14.018 -16.328
O 12.703 -14.888 -14.208
O 10.413 -14.907 -14.832
C 9.339 -16.607 -17.586
C 10.640 -16.700 -18.219
O 10.901 -15.421 -18.837
O 9.454 -17.175 -16.308
H 8.520 -17.087 -18.120
H 9.102 -15.551 -17.459
H 10.772 -17.477 -18.972
H 11.455 -16.736 -17.495
H 10.438 -15.367 -19.676
H 9.803 -16.473 -15.753
C 8.218 -18.183 -13.429
C 9.121 -17.166 -12.850
O 8.795 -15.765 -13.100
O 8.456 -19.423 -12.814
H 8.518 -18.414 -14.451
H 7.138 -18.050 -13.361
H 10.170 -17.395 -13.035
H 9.068 -17.284 -11.768
H 9.523 -15.424 -13.625
H 7.880 -19.963 -13.360
C 14.782 -12.069 -13.484
C 15.079 -10.657 -13.989
O 14.913 -10.598 -15.390
O 13.496 -12.097 -12.928
H 15.461 -12.422 -12.709
H 14.893 -12.846 -14.241
H 16.082 -10.340 -13.705
H 14.352 -9.935 -13.617
H 15.809 -10.648 -15.731
H 12.838 -12.569 -13.444
C 10.417 -12.756 -11.253
C 10.616 -11.262 -11.061
O 10.792 -10.670 -12.392
O 9.235 -13.089 -12.008
H 10.232 -13.287 -10.319
H 11.272 -13.191 -11.770
H 11.484 -11.092 -10.425
H 9.776 -10.754 -10.586
H 11.745 -10.736 -12.482
H 8.747 -13.829 -11.639
C 14.309 -17.850 -12.676
C 15.319 -16.729 -12.993
O 14.759 -15.415 -12.840
O 13.257 -17.863 -13.589
H 13.929 -17.626 -11.679
H 14.807 -18.809 -12.818
H 15.695 -16.669 -14.014
H 16.232 -16.603 -12.411
H 14.007 -15.259 -13.416
H 13.000 -16.966 -13.813
C 13.966 -10.927 -18.480
C 13.257 -10.471 -19.809
O 13.792 -11.222 -20.877
O 13.400 -12.120 -17.920
H 14.050 -10.163 -17.707
H 14.991 -11.154 -18.771
H 13.488 -9.406 -19.824
H 12.175 -10.601 -19.772
H 12.979 -11.351 -21.372
H 13.401 -11.917 -16.982
C 14.867 -14.610 -21.247
C 13.869 -14.997 -20.145
C 14.684 -15.441 -18.847
O 13.833 -15.466 -17.791
C 14.458 -16.070 -16.630
N 13.073 -13.832 -19.961
H 15.347 -13.641 -21.107
H 14.436 -14.529 -22.245
H 15.507 -15.491 -21.220
H 13.239 -15.873 -20.298
H 15.617 -14.906 -18.668
H 15.149 -16.423 -18.926
H 15.105 -15.378 -16.090
H 15.007 -17.007 -16.713
H 13.724 -16.413 -15.900
H 13.558 -12.947 -20.012
H 12.538 -13.929 -20.812
```

Orbital gap (eV): 6.52
Total energy (eV): -113583.9139
Lowest unoccupied orbital energy (eV): -6.5
Charge: +2
2S+1: 1